# C26H43BrClIN2O7PS2

A 2-piece molecular cluster, C26H43BrClIN2O7PS2 overall in a non-equilibrium geometry (ωB97M-V/def2-TZVPD, the Open Molecules 2025 dataset).

The geometry in XYZ format:
```
84
Properties=species:S:1:pos:R:3:forces:R:3
C -0.944195 4.260123 -3.401531 -0.7 -0.3 -0.1
C -1.158563 -2.519548 5.576778 0.0 0.3 0.2
C 1.372056 4.200808 -4.412641 -0.1 -0.2 -0.3
H -2.199369 -2.747406 1.775585 0.0 0.4 0.2
H 0.560321 -3.781869 4.163041 0.0 0.1 0.0
O -0.153522 1.343863 -2.945902 1.2 -0.2 -0.6
S 2.047910 -2.183342 -1.675216 0.1 0.3 0.3
H 0.902383 4.552103 -5.327291 0.0 0.0 0.0
C 0.397436 3.510335 -3.441808 1.7 0.9 -0.3
H -1.625395 0.098139 -6.073778 0.0 0.0 0.0
H -0.226328 -0.330976 -5.085142 0.0 0.0 0.0
H -0.994827 -2.022125 2.843214 -0.2 0.1 0.0
C -1.776194 4.103574 -4.668601 0.2 -0.1 -0.1
H 3.631227 -1.780384 5.409517 0.1 0.0 0.0
H 0.375066 3.096259 -1.310046 0.1 0.0 0.0
H 2.858482 -0.329592 3.856648 0.1 0.1 -0.2
C 1.733923 -0.647635 1.219768 -0.2 0.3 0.0
C 3.147576 -1.256907 3.365674 0.1 -0.6 0.1
O 2.684905 0.557503 -1.032648 0.1 0.1 0.1
I 3.979763 1.615144 1.792137 0.0 0.1 0.1
H -1.136103 -2.127991 -0.082443 0.1 -0.1 -0.1
C 3.375426 -2.290751 4.483060 -0.1 0.0 -0.1
H 2.493871 -2.904592 4.666960 -0.1 0.1 0.1
O 4.214702 -1.191228 0.047048 -0.1 0.2 0.1
H 4.461486 -2.049294 -0.330767 0.1 0.0 0.1
C 0.196118 -0.733311 0.748177 0.3 0.1 -0.1
H 0.547826 3.007057 -6.402423 -0.1 0.0 0.0
C -2.035262 2.632565 -4.972389 -0.1 0.4 0.6
O -3.773863 -1.046084 1.561841 0.4 0.2 -0.7
C -1.118110 0.294063 -5.131676 -0.1 -0.1 0.5
N -1.411242 -3.571317 4.743250 0.4 0.2 0.1
C 1.997506 0.792135 1.768265 0.2 -0.2 -0.2
H -0.385049 -5.280225 4.184814 0.3 0.0 0.1
H 1.778276 5.077482 -3.915349 0.0 0.0 0.1
H 1.950941 2.861507 -2.068314 0.0 0.0 0.0
H -2.731864 4.609484 -4.530080 0.0 0.0 0.0
P 2.703507 -0.897161 -0.357968 -0.4 -1.0 -0.7
C -2.747940 -3.850294 4.780402 0.0 -0.2 -0.2
Br 2.656545 -3.421479 1.690577 -0.2 -0.2 0.0
H -1.933686 0.782705 -0.372142 0.0 -0.1 0.0
H 0.223150 -0.405258 -0.296346 0.0 0.0 0.0
C -0.818870 0.231602 1.418470 -0.3 0.2 0.0
C 0.000573 2.071621 -6.402816 0.3 0.2 0.2
H 1.332527 4.487300 -1.787330 0.0 0.1 -0.1
C -0.402270 -2.161069 0.721399 -0.6 0.0 0.2
C -0.406598 -4.218915 3.926016 -0.4 -0.5 -0.3
C -0.744095 -4.115024 2.437295 -0.3 0.1 0.0
C -0.762135 1.772492 -5.102734 0.7 -0.6 -1.6
S -0.211492 1.928869 1.561419 -0.8 0.8 -0.1
O -0.845788 2.797359 0.608426 0.3 -0.3 -0.1
H -1.520529 3.902571 -2.542264 0.1 0.0 0.0
H 0.320757 -2.896097 0.387689 0.3 0.2 0.0
H -1.291353 4.586773 -5.519469 0.0 0.0 0.0
O -0.239417 2.329238 2.930908 0.4 -0.3 0.0
H 1.154666 -1.829502 2.930026 -0.1 -0.3 -0.2
H 4.185288 -2.972440 4.230664 0.0 0.0 0.0
C -3.346181 -2.975480 5.642796 -0.2 0.1 0.0
N 0.060338 2.080520 -3.860915 -3.0 0.5 1.5
H -0.712974 2.115460 -7.222596 -0.1 -0.1 0.0
H -4.401586 -2.952404 5.857415 0.0 0.0 0.1
C -2.144782 0.437374 0.636181 0.1 -0.2 -0.1
H 0.062824 -4.536381 1.844323 0.1 0.0 0.0
H 2.665205 0.370360 -1.984233 0.0 0.1 0.0
H -2.465439 -1.310820 6.843341 0.1 0.0 0.0
H -1.783047 0.002532 -4.320236 0.0 0.0 0.0
H 0.713254 1.276475 -6.618219 0.0 0.0 0.0
C -1.136465 -2.683921 1.986862 0.6 -0.5 -0.1
C -2.333868 -2.124336 6.149399 -0.4 0.1 0.1
H -0.175240 -2.106496 5.737138 0.1 -0.2 -0.2
C 1.050796 3.477265 -2.073397 -0.3 -0.5 0.3
H 4.090576 -1.133147 2.835571 0.0 0.3 0.1
Cl -3.407742 -1.451778 -0.968735 -0.1 0.0 -0.2
H -3.175223 -4.644148 4.189726 0.1 0.0 0.0
H 2.208154 3.551567 -4.673798 0.0 0.0 0.0
H -2.584316 2.516060 -5.905496 0.1 -0.1 -0.1
H 1.676068 0.838358 2.805763 0.0 0.1 0.0
C 2.068931 -1.677447 2.354765 0.4 0.5 0.3
C -3.134068 -0.701702 0.620493 -0.5 -0.1 1.0
H -2.697832 1.223777 1.153724 0.0 0.1 -0.1
H -2.658673 2.208162 -4.179062 0.1 -0.1 0.0
O 1.260924 1.751843 1.002757 -0.1 -0.1 0.3
H -1.606617 -4.765837 2.274552 0.1 0.0 -0.1
H -0.705543 5.306435 -3.212961 0.1 0.0 0.0
H -1.077631 -0.033149 2.444891 0.2 -0.1 0.0
```
Forces are in eV/Å.

Results
multiplicity	1
charge	+1
LUMO	-6.105	eV
HOMO-LUMO gap	3.7	eV

# C36H74Cl2F3N5O12S

A 10-piece molecular cluster, C36H74Cl2F3N5O12S overall in a non-equilibrium geometry (ωB97M-V/def2-TZVPD, the Open Molecules 2025 dataset).

The geometry in XYZ format:
```
133
Properties=species:S:1:pos:R:3:forces:R:3
H 1.939984 -1.332424 -5.515707 0.1 0.2 0.0
C -0.695322 0.484371 4.394395 -0.2 0.0 -0.1
C -5.583730 -6.345517 2.537582 0.1 0.1 0.0
C 4.964921 -3.475230 -3.890599 0.3 -0.2 0.3
O 1.352563 -3.703349 2.069176 -0.1 0.0 0.1
H 1.326612 -2.551942 -3.071778 0.4 -0.2 0.2
H -0.932315 2.619876 4.158165 0.0 0.0 0.0
H -0.534145 -1.625924 -2.754398 0.1 0.0 0.1
C -3.281741 2.873371 0.826874 0.1 -0.2 0.2
H -4.036162 0.397639 0.771028 0.0 -0.2 0.0
H -1.481953 -1.947417 1.463382 0.0 0.0 0.0
H 0.419419 -2.224424 3.090789 0.0 0.0 0.0
H -7.416809 1.903290 5.479866 0.0 0.0 0.1
C -3.494681 -1.530297 -2.742610 0.1 0.1 0.1
Cl 7.588679 -2.671859 -4.272947 0.0 0.1 -0.2
H 5.963183 -0.623812 -3.160317 -0.2 0.0 -0.3
C -0.079767 -2.599282 -4.646580 0.1 0.1 0.3
C 0.519648 -2.545979 2.055559 0.1 -0.1 -0.2
H 6.332052 -1.925945 -2.102485 0.0 -0.3 -0.1
H 7.454919 3.212844 -0.373942 0.1 0.1 0.0
N 5.286988 -0.699474 -5.976266 0.4 0.1 -0.6
N -3.945116 -0.638477 -1.917592 0.2 -0.8 -0.4
C 4.519644 -0.984282 -5.180891 -0.2 0.0 0.4
C -8.949938 0.010915 -0.247812 0.3 -0.2 0.0
H -1.713829 1.957449 5.604220 0.1 0.0 0.0
H -2.262477 1.373255 -0.341224 0.1 0.0 0.0
C -2.492391 1.583728 0.708889 -0.4 0.0 -0.1
C -0.844778 -2.834960 1.455441 0.0 0.0 0.0
C 3.539934 -1.353286 -4.134553 0.9 -0.1 -0.8
O 7.636147 6.382034 2.767841 0.1 -0.1 0.1
H 2.860062 -2.765730 -5.659889 0.3 -0.1 0.1
O -1.396939 -0.641266 4.912234 0.1 0.0 0.1
C -1.014038 -2.262435 -3.490745 -0.6 0.2 -0.2
H -3.513093 3.077921 1.874635 0.0 0.0 0.0
H 8.192397 4.649305 3.656830 0.0 0.0 -0.1
H 0.246971 0.544184 4.937726 0.0 -0.1 0.0
H -8.925113 1.356513 6.229985 0.0 0.0 0.0
C 5.061146 -0.497940 -1.248761 0.5 0.2 0.2
H -7.322935 0.171014 -1.291524 0.1 0.1 0.0
O 1.581682 -0.395089 -1.834601 0.1 -0.1 0.1
O -7.194807 -0.201272 3.779492 0.0 0.0 0.2
H -5.226922 -5.481430 3.098012 0.0 0.0 0.0
C 2.435392 -2.096100 -4.919236 -0.8 -0.1 0.4
C 5.460022 -1.122380 0.079483 0.0 -0.2 -0.4
H 5.531354 -2.203764 -0.010867 -0.2 -0.1 0.1
H -6.385468 0.301301 3.919217 0.0 0.0 0.0
C -2.883779 6.511799 -1.402009 -0.3 0.0 -0.1
H -9.796158 0.660843 -0.027881 0.0 0.1 -0.1
H 1.520779 -3.910137 -4.188989 0.4 -0.2 0.4
C -4.603791 -2.608349 -1.280476 0.5 1.1 -0.5
F 2.493381 1.099585 -5.526291 -0.2 -0.4 -0.2
C 6.426700 -3.880180 -3.664481 0.0 -0.9 0.2
H 7.862159 3.450651 1.333609 0.0 -0.1 0.0
H -0.470822 0.308207 3.336525 0.1 0.1 0.0
O 4.032406 1.946999 -4.227895 0.0 0.1 0.0
H 1.019608 -1.748914 1.492718 -0.1 0.1 0.0
C -8.320338 1.309624 5.323127 0.0 0.0 -0.1
H -0.742482 -3.176015 0.420737 0.0 0.1 0.0
H -4.722753 -6.990684 2.347261 0.0 -0.1 0.0
C 3.263494 1.086745 -4.448740 0.7 0.5 0.4
H -6.581562 -6.768059 0.669738 -0.1 0.0 0.0
H 5.547019 2.160107 0.374200 0.1 -0.1 -0.1
H -4.442979 5.345243 -1.343735 0.0 -0.1 0.0
C -1.487581 1.767629 4.554253 -0.1 0.0 0.0
C 4.420888 -2.196966 -3.132175 -0.2 -0.5 0.8
H -7.386291 -1.045836 0.798321 0.0 -0.1 0.0
H -6.295843 -6.894567 3.154363 0.0 0.0 0.0
C 1.824902 -0.049213 -2.931957 -0.1 0.0 0.3
H 7.763027 7.328595 2.883764 0.0 0.0 0.0
H -8.919625 -0.967716 1.684447 0.0 0.0 0.0
C 6.214871 4.655640 0.644868 -0.2 -0.1 -0.1
C -6.221726 -5.903109 1.235391 0.2 -0.2 0.0
C -8.247453 -0.413273 1.028125 -0.1 0.0 -0.3
H -2.730316 3.713348 0.419487 0.0 0.1 -0.1
H 7.157839 -5.409395 -2.295593 -0.2 -0.2 0.1
H -1.552515 1.656858 1.258173 0.0 -0.1 0.0
H 5.957199 -4.281221 -1.556852 -0.2 -0.3 0.1
H 1.464338 -3.987347 1.155903 0.1 0.1 0.0
H -4.230875 2.793616 0.292703 0.0 0.0 -0.1
H 4.018041 -0.208831 -1.267630 -0.2 -0.1 -0.1
H -4.595089 7.757926 -1.832669 0.0 0.0 -0.1
H -2.645394 6.298671 -2.449511 0.1 0.1 0.0
H -7.875470 0.452691 1.563880 -0.1 0.1 0.1
C 6.776930 -4.398026 -2.256817 0.5 1.2 0.0
S -2.460226 -1.343195 -4.136586 -0.1 0.1 0.0
C 5.509286 -1.326038 -2.466908 0.2 0.7 0.3
H 7.954007 7.199858 5.338959 0.1 0.0 0.0
N 2.864560 -2.925722 -1.167460 -0.3 -0.4 0.9
H 6.761271 5.907758 5.270219 0.0 -0.1 0.0
O 6.267645 2.245028 1.004901 0.1 0.1 0.3
H -7.408799 -0.589121 5.797030 -0.1 0.0 0.1
C -7.965021 -0.124600 4.975653 0.3 0.2 0.0
C -3.649021 7.817623 -1.289714 0.0 0.0 0.1
F 0.853121 0.423059 -3.723774 -0.1 0.2 -0.1
Cl 4.038962 -4.969334 -3.464713 -0.1 0.1 -0.2
O -3.617738 5.419134 -0.854091 0.1 0.2 -0.1
H -1.343245 -3.627325 2.015400 0.0 0.0 0.0
H -1.417112 -3.144869 -3.006057 0.2 -0.2 0.1
H -5.023886 -3.451319 -0.758148 0.0 -0.1 0.0
H -3.070543 8.648656 -1.695894 0.0 0.0 0.0
F 5.781025 0.711611 -1.343826 -0.2 0.1 -0.2
H 8.357561 5.597620 5.976695 0.0 0.0 0.0
H -8.876381 1.770853 4.506357 0.0 0.0 0.0
H 4.766085 -0.860575 0.868208 0.0 0.0 0.2
H 6.566658 -4.727037 -4.325574 0.0 0.0 -0.3
H 5.375848 4.580331 -0.053440 0.1 0.0 -0.1
C 7.037028 3.381798 0.625343 -0.2 0.0 -0.2
H 7.586583 -3.778838 -1.876116 0.1 0.0 0.1
N -4.670841 -1.353149 -0.973614 -0.4 -0.4 0.3
H 6.456346 -0.762774 0.318671 0.1 0.1 0.1
H 9.408614 5.933063 3.728663 0.0 -0.1 0.0
H 6.822638 5.516041 0.370216 0.0 0.0 0.0
C 1.358831 -2.843957 -4.110589 -0.9 0.2 -0.8
C 7.825930 6.125829 5.184047 -0.1 0.0 0.0
H -2.223084 -0.714697 4.422836 0.0 0.0 0.0
H -0.451082 -3.482347 -5.158230 -0.1 0.0 -0.2
H 4.811758 -3.420256 -4.959265 0.0 0.5 -0.1
O -5.303470 -5.162705 0.427287 -0.1 0.0 0.0
H 5.801339 4.826548 1.636912 0.1 0.1 0.0
N 3.089495 -0.038842 -3.564080 -0.8 -0.3 -0.5
H -1.949569 6.567597 -0.844949 0.0 -0.1 0.0
H -7.066923 -5.244694 1.426000 0.0 0.1 -0.1
O -8.066979 0.748771 -1.090647 -0.2 0.0 -0.1
H -8.866831 -0.710411 4.801619 0.0 0.0 -0.1
H -2.438125 1.693063 4.019953 0.0 0.0 -0.1
O -3.869142 -2.800393 -2.419390 -0.4 0.2 0.7
H -4.551222 -5.732652 0.238087 0.0 0.0 0.0
H -3.883966 8.030441 -0.246588 0.0 0.0 0.0
C 8.338369 5.716844 3.815635 0.0 0.3 0.0
C 3.593546 -2.654768 -2.000892 -0.1 0.3 -0.8
H -9.324074 -0.863362 -0.794221 -0.1 0.0 0.1
H -0.117242 -1.781578 -5.367574 0.2 0.1 -0.1
O -3.212052 0.481810 1.265033 0.2 0.0 0.2
```
Forces are in eV/Å.

Results
multiplicity	1
LUMO	0.050	eV
SMILES	C[C@H](Cl)[C@@H](Cl)[C@@](C#N)(C[C@@H](C)F)[C@@](C#N)(CCCCSc1nnco1)N(C(=O)F)C(=O)F.CCO.CCO.CCO.CCO.CCO.CCO.CCO.CCO.CCO
HOMO-LUMO gap	9.5	eV

# C13H31F6N3O10S2V

C13H31F6N3O10S2V as an isolated structure in a non-equilibrium geometry (ωB97M-V/def2-TZVPD, the Open Molecules 2025 dataset).

The geometry in XYZ format:
```
66
Properties=species:S:1:pos:R:3:forces:R:3
H -3.333048 -0.150274 -0.705944 -0.3 0.3 -0.6
S -1.003618 -4.321074 -1.594424 2.2 -3.6 -5.3
C 4.261472 2.920206 2.462416 0.0 0.4 -0.5
H 1.636752 1.636676 0.640556 -0.2 -0.6 0.3
N 0.687962 -1.416024 -2.152524 0.6 1.0 -2.7
H 1.457582 2.345616 2.252166 0.5 0.3 0.0
H -2.019058 3.812426 0.961376 0.8 0.6 -0.5
H -1.313538 -1.107364 -2.830454 0.2 0.0 0.4
H -0.571698 3.257426 1.912046 -0.7 0.0 0.5
N 3.465502 2.502826 1.196106 2.3 -2.7 1.5
H -0.958918 2.393366 0.459676 0.2 0.7 -0.5
H 0.342432 3.799926 -0.867294 -0.2 0.3 0.0
H 2.136462 3.060266 -1.568884 1.1 -0.5 0.1
F -3.124228 -5.255804 -0.546254 0.0 0.6 -1.4
H 4.713102 2.095866 3.014326 -0.4 -0.4 -0.4
C 2.214302 3.790606 -0.763494 2.8 0.4 -0.5
H 5.092442 3.502736 2.064626 -0.1 0.2 0.3
H -3.088278 1.662296 -0.884674 -0.5 -0.2 -0.2
H 3.394242 4.534286 0.972226 -0.6 0.3 -0.2
O -3.903388 -1.076964 2.679336 0.1 -1.9 0.6
F -3.356828 -3.351914 -1.663614 -0.6 -0.4 -0.1
O -3.298248 2.474626 2.618296 2.1 -2.0 -3.2
H -0.185928 -0.747674 -4.054974 0.6 0.3 0.2
C 4.384772 1.344326 0.604506 -0.9 0.3 -0.9
H 3.102132 -2.738254 -1.880944 -0.1 -0.3 -0.1
H 0.636452 -2.347164 -2.540364 -0.6 -1.3 0.1
C -1.404908 2.967196 1.272026 -0.1 -1.0 -1.4
H -1.900778 0.259486 0.830266 1.2 -0.4 -0.1
H -4.580948 0.935096 -0.020524 0.1 0.4 -0.5
H 4.266552 0.419956 1.169896 -0.3 0.3 0.1
C 2.100592 -0.938394 -2.261924 1.7 1.5 1.9
O 0.997192 3.824676 -0.165674 -1.9 -0.1 1.6
C -2.519798 2.128406 1.727296 -2.6 0.6 4.5
C -0.347528 -0.626334 -2.983874 0.0 -0.4 0.8
V -0.280508 -2.813644 1.455286 -0.9 1.3 -2.1
C 3.236452 -1.859624 -2.511864 -1.0 -1.2 -0.4
S -3.582098 -2.497294 2.493006 -0.1 1.0 -2.5
H 5.460152 1.504776 0.527546 -0.1 1.0 0.6
H 2.424592 0.833666 2.134576 -0.1 0.2 -0.3
H 4.203942 -1.431494 -2.249614 -0.4 0.3 -0.4
O -0.705198 -3.434014 -0.448734 0.3 0.7 1.4
H 4.099552 1.197136 -0.437164 -0.5 -0.1 0.1
C 3.436262 3.709546 0.260786 -2.7 0.2 -0.2
O -0.423998 -0.866494 0.512156 0.2 -0.2 0.3
O -0.715398 -3.632684 -2.919274 -0.4 -0.7 3.5
O -2.422818 -2.622324 1.548996 -1.1 -0.3 1.5
N -2.751638 0.770696 1.016856 -0.7 1.7 -0.3
C -3.535358 0.847156 -0.315674 0.7 -0.6 1.6
H 3.132802 -2.187534 -3.546184 0.6 -0.3 -0.1
H 2.423512 4.734816 -1.266274 0.1 0.3 -0.1
C -5.072438 -3.294904 1.616286 -2.6 -0.7 -1.2
O 2.358222 0.172816 -1.883074 -1.4 0.4 -0.2
F -5.618788 -2.354284 0.795046 2.0 -1.1 -0.2
O -0.468308 -5.688044 -1.505324 -0.8 3.0 0.6
O -3.317528 -3.240394 3.710736 0.3 -0.1 0.7
H -3.263908 0.168036 1.644946 -0.5 0.2 0.5
C 2.105722 1.739596 1.619116 1.5 1.7 -1.3
H 0.434692 -1.392954 -1.175064 -0.7 -0.1 1.0
H 3.671042 3.503386 3.169096 -0.2 0.1 -0.4
H -0.061828 0.009706 0.276306 0.3 -0.9 0.6
F -6.058268 -3.464504 2.480856 1.4 -0.8 0.5
F -4.738158 -4.482584 0.993016 -0.6 3.2 1.7
H 4.336492 3.949066 -0.305174 0.4 -1.1 0.2
F -3.138298 -5.284474 -2.778674 0.3 1.4 1.9
H -0.343018 0.388306 -2.585654 0.1 0.0 -0.5
C -2.805078 -4.572534 -1.678144 0.1 -1.1 0.1
```
Forces are in eV/Å.

Results
multiplicity	5
charge	+3
LUMO (alpha / beta)	-9.847 / -14.579	eV
HOMO-LUMO gap (alpha / beta)	8.1 / 3.4	eV

E (computed, Ha): -6122.07241; -4210.76295; -3768.96247
Molar mass (computed, g mol⁻¹): 833.01; 928.98; 618.47